Record 1
{"formula": "C3H3Cl2NO", "method": "ωB97M-V with the def2-TZVPD basis set", "gap_ev": 10.002, "relative_energy_kcal_mol": 48.92, "lumo_ha": -0.0037, "homo_energy_ha": -0.3713, "smiles": "C=C(Cl)C(=O)NCl", "species": ["Cl", "Cl", "O", "N", "C", "C", "C", "H", "H", "H"], "coordinates": [[-3.338, -0.063, -0.182], [1.109, 1.895, -0.747], [-0.613, -1.575, -0.989], [-1.590, 0.213, -0.096], [0.876, 0.322, -0.117], [1.651, -0.313, 0.636], [-0.603, -0.483, -0.558], [1.274, -1.242, 0.838], [2.603, 0.051, 1.030], [-1.368, 1.195, 0.184]], "nbo_charge": [0.154, 0.011, -0.561, -0.607, -0.115, -0.412, 0.658, 0.228, 0.225, 0.420]}



Record 2
{"formula": "C50H48B2F3N2O14PS", "method": "ωB97M-V with the def2-TZVPD basis set", "gap_ev": 6.494, "lumo_ha": -0.0700, "homo_energy_ha": -0.3086, "smiles": "CCOCc1c(B(O)N(C)C)cc(COC(F)(F)F)c2c1C(=O)c1c(c(Cc3ccccc3)c([PH2]=S)c(CB(O)O)c1N(C)C(C)=O)C2=O.O=C1C=CC(=O)C=C1.O=C1C=CC(=O)C=C1.O=C1C=CC(=O)C=C1", "species": ["S", "P", "F", "F", "F", "O", "O", "O", "O", "O", "O", "O", "O", "O", "O", "O", "O", "O", "O", "N", "N", "C", "C", "C", "C", "C", "C", "C", "C", "C", "C", "C", "C", "C", "C", "C", "C", "C", "C", "C", "C", "C", "C", "C", "C", "C", "C", "C", "C", "C", "C", "C", "C", "C", "C", "C", "C", "C", "C", "C", "C", "C", "C", "C", "C", "C", "C", "C", "C", "C", "C", "B", "B", "H", "H", "H", "H", "H", "H", "H", "H", "H", "H", "H", "H", "H", "H", "H", "H", "H", "H", "H", "H", "H", "H", "H", "H", "H", "H", "H", "H", "H", "H", "H", "H", "H", "H", "H", "H", "H", "H", "H", "H", "H", "H", "H", "H", "H", "H", "H", "H"], "coordinates": [[-2.540, -2.903, 4.741], [-0.949, -3.804, 4.082], [4.248, 3.955, 3.128], [2.150, 3.561, 3.918], [3.763, 1.916, 4.032], [-7.676, 3.248, 1.812], [-0.193, -6.666, 0.341], [-4.853, 2.421, 6.224], [-2.324, -7.475, 1.249], [2.730, 2.523, 1.977], [1.892, -0.708, -5.226], [-5.565, -7.533, 8.723], [-6.099, -2.915, 6.174], [7.853, 7.940, -7.683], [3.601, -0.476, 1.538], [1.477, -2.313, -2.813], [0.969, -5.115, -1.865], [3.786, 3.770, -4.643], [4.032, 4.328, -8.390], [1.268, 3.770, -5.023], [-1.028, -3.799, -1.474], [-6.565, 1.705, 3.198], [-0.499, 1.261, 6.268], [0.507, 0.187, 5.713], [4.233, -1.163, -4.477], [-6.183, -5.263, 6.064], [-0.281, -3.152, 2.446], [5.548, 7.472, -7.727], [-0.859, -3.700, 1.108], [6.339, 4.798, -8.346], [3.044, 2.750, -1.666], [1.542, 5.105, -5.657], [-0.345, -3.215, -0.307], [-7.029, 3.059, 2.825], [3.244, 2.948, 3.220], [-5.481, -5.185, 8.833], [6.977, 7.112, -7.845], [0.787, -2.163, -0.379], [-5.854, 1.497, 4.307], [3.266, -0.300, -5.443], [2.607, -0.545, 0.770], [4.588, 6.564, -7.906], [2.541, 0.433, -0.487], [1.133, 0.268, -4.484], [1.425, -1.591, 0.951], [-2.037, -4.813, 1.144], [4.910, 5.159, -8.228], [0.049, 3.956, -4.162], [-5.614, -4.023, 8.191], [-1.656, 1.838, 5.396], [-5.688, -6.473, 8.138], [7.300, 5.706, -8.167], [0.872, -2.072, 2.325], [-5.964, 3.965, 4.839], [-1.622, -2.771, -2.389], [1.441, -1.496, 3.704], [1.369, -1.627, -1.768], [-5.976, -3.975, 6.758], [3.108, 1.886, -0.382], [-5.500, 2.612, 5.211], [0.406, -0.363, 4.238], [2.417, 2.232, -3.021], [1.810, 0.778, -3.132], [-6.050, -6.424, 6.706], [-0.209, -4.799, -2.176], [-0.874, -5.493, -3.476], [-1.742, 1.318, 3.927], [3.745, 2.529, 0.929], [-0.726, 0.252, 3.368], [-6.675, 4.173, 3.730], [1.907, -0.105, -1.828], [-1.487, -6.331, 0.914], [2.449, 3.295, -4.256], [-2.636, -4.785, 2.120], [-0.890, -0.054, 2.282], [-0.544, 2.982, -4.189], [-0.721, -4.772, -4.370], [2.447, 5.083, -6.392], [0.474, -6.101, 0.797], [-2.012, -5.535, -3.269], [3.537, 6.812, -7.825], [-6.447, -5.209, 5.015], [-0.431, -6.521, -3.678], [4.485, -0.576, -3.532], [-1.169, -2.738, -3.436], [0.649, 5.461, -6.302], [6.558, 3.765, -8.583], [-2.573, 1.707, 3.228], [1.440, -2.317, 4.509], [3.667, -2.138, -4.245], [0.098, -3.835, 5.086], [3.477, 3.811, -1.603], [-5.695, 4.770, 5.512], [-5.465, -3.071, 8.684], [2.504, -1.087, 3.648], [0.295, 4.328, -3.108], [5.183, -1.448, -5.074], [-5.217, -5.238, 9.882], [-1.307, -5.194, 3.870], [-5.506, 0.512, 4.594], [-1.638, -1.766, -1.844], [-0.609, 4.756, -4.675], [0.140, -0.246, -4.184], [8.351, 5.458, -8.249], [-0.434, 1.637, 7.347], [3.530, -0.630, -6.523], [5.329, 8.506, -7.490], [4.008, 3.626, 0.679], [3.833, 3.510, -5.603], [1.341, -0.212, 6.387], [-6.199, -7.377, 6.213], [-2.804, -4.623, 0.300], [-7.023, 5.158, 3.443], [-2.735, -3.063, -2.535], [-1.955, -8.241, 0.737], [3.450, 0.827, -5.409], [-2.431, 2.596, 5.750], [1.768, 5.938, -4.903], [-6.834, 0.901, 2.525], [4.693, 1.974, 1.282], [0.818, 1.120, -5.201]], "lowdin_charge": [0.118, 0.345, 0.076, 0.075, 0.098, 0.101, 0.078, 0.089, 0.073, -0.003, -0.189, 0.100, 0.085, 0.111, 0.052, 0.064, 0.035, 0.040, 0.089, -0.113, -0.088, 0.022, -0.060, -0.024, -0.073, 0.022, -0.240, 0.028, -0.061, 0.023, 0.061, -0.110, -0.076, -0.390, -0.452, 0.020, -0.384, 0.059, 0.026, -0.234, -0.235, 0.017, 0.032, -0.170, 0.027, -0.066, -0.388, -0.091, 0.024, -0.062, -0.390, 0.026, -0.093, 0.022, -0.067, -0.134, -0.221, -0.396, -0.047, -0.388, -0.162, 0.023, -0.017, 0.020, -0.393, -0.005, -0.058, -0.130, -0.037, 0.020, 0.045, -0.507, -0.498, 0.083, 0.088, 0.094, 0.093, 0.073, 0.107, 0.089, 0.118, 0.123, 0.093, 0.072, 0.091, 0.104, 0.123, 0.085, 0.085, 0.083, -0.008, 0.116, 0.122, 0.124, 0.112, 0.104, 0.081, 0.121, -0.008, 0.127, 0.110, 0.097, 0.134, 0.124, 0.085, 0.127, 0.125, 0.138, 0.095, 0.092, 0.121, 0.130, 0.122, 0.102, 0.110, 0.112, 0.072, 0.109, 0.123, 0.154, 0.131]}



Record 3
{"formula": "C12H32ClN3O5PS2", "method": "ωB97M-V with the def2-TZVPD basis set", "gap_ev": 8.538, "relative_energy_kcal_mol": 18.24, "lumo_ha": 0.0993, "total_charge": -1, "homo_energy_ha": -0.2145, "species": ["Cl", "S", "S", "P", "O", "O", "O", "O", "O", "N", "N", "N", "C", "C", "C", "C", "C", "C", "C", "C", "C", "C", "C", "C", "H", "H", "H", "H", "H", "H", "H", "H", "H", "H", "H", "H", "H", "H", "H", "H", "H", "H", "H", "H", "H", "H", "H", "H", "H", "H", "H", "H", "H", "H", "H", "H"], "coordinates": [[0.418, -1.731, 1.316], [0.804, -1.084, -3.980], [0.793, 0.204, -1.545], [0.895, -1.804, -0.739], [2.185, 0.734, -1.532], [2.268, -1.169, -3.774], [0.428, -0.841, -5.394], [-0.101, 1.073, -0.730], [2.520, -2.191, -0.716], [0.092, 0.127, -3.069], [4.359, 2.710, 2.352], [-3.763, -3.196, -0.675], [4.983, 5.172, 2.013], [-5.620, -4.285, 0.572], [-5.284, -2.843, -2.703], [2.905, 3.256, 0.312], [2.392, 1.738, 3.519], [-4.784, -3.034, 0.341], [-3.351, -0.702, -1.122], [-2.822, -2.079, -0.721], [5.387, 3.739, 2.365], [3.335, 2.921, 3.357], [3.873, 2.316, 1.033], [-4.229, -3.676, -1.965], [5.827, 3.747, 3.369], [-5.462, -2.196, 0.117], [2.384, 2.706, -0.469], [-5.771, -3.457, -3.465], [2.941, 0.830, 3.777], [2.992, -1.495, -1.197], [-6.063, -2.473, -2.036], [-1.995, -2.347, -1.385], [1.809, 1.548, 2.617], [-6.202, -4.560, -0.310], [3.426, 4.082, -0.173], [3.387, 1.343, 1.129], [-2.609, 0.060, -0.871], [-3.364, -3.816, -2.618], [-3.522, -0.626, -2.195], [-4.991, -5.131, 0.852], [-6.329, -4.107, 1.383], [3.830, 3.088, 4.319], [-4.288, -2.788, 1.284], [-4.629, -4.685, -1.826], [2.148, 3.668, 0.981], [-4.840, -1.994, -3.218], [0.242, -2.283, -3.589], [-2.369, -1.993, 0.271], [1.683, 1.943, 4.324], [-4.275, -0.441, -0.602], [2.735, 3.821, 3.153], [5.781, 5.861, 2.307], [4.076, 5.489, 2.527], [4.732, 2.123, 0.386], [6.200, 3.425, 1.704], [4.836, 5.303, 0.942]], "nbo_charge": [-0.319, 2.033, 1.875, 0.844, -0.974, -0.967, -0.954, -0.951, -0.977, -1.102, -0.454, -0.453, -0.635, -0.614, -0.639, -0.651, -0.618, -0.211, -0.647, -0.217, -0.202, -0.209, -0.220, -0.214, 0.178, 0.154, 0.263, 0.202, 0.206, 0.527, 0.199, 0.197, 0.222, 0.198, 0.186, 0.204, 0.247, 0.199, 0.201, 0.208, 0.204, 0.182, 0.197, 0.182, 0.194, 0.212, -0.020, 0.197, 0.202, 0.190, 0.155, 0.199, 0.203, 0.194, 0.189, 0.206]}